# 1
The following is a DFT calculation (the ωB97M-V functional and the def2-TZVPD basis) of C30H27CeN3O6S as an isolated structure.

- 2S+1: 1
- LUMO energy: -7.285 eV
- Gap between HOMO and LUMO: 7.2 eV
- Net charge: +2
- Maximum force: 0.033 Eh/bohr

Each line ends with the Mulliken charge.
Positions of all 68 atoms, in Å:
Ce: -0.946 -0.989 -0.241  0.52
O: 0.920 -2.510 -1.234  -0.33
C: 0.629 -3.856 -1.678  -0.58
C: -0.167 -4.589 -0.621  -1.04
N: -1.302 -3.769 -0.147  0.29
C: -1.489 -3.863 1.338  -1.30
C: -0.785 -2.579 1.709  1.37
O: 0.423 -2.451 1.460  -0.52
O: -1.520 -1.503 1.792  -0.51
C: -2.547 -3.988 -0.894  -0.55
C: -3.453 -2.805 -0.609  0.37
O: -4.500 -2.850 -0.057  -0.52
O: -2.823 -1.623 -0.955  -0.35
H: 1.358 -2.613 -0.372  0.29
H: 0.091 -3.770 -2.618  0.44
H: 1.566 -4.372 -1.885  0.41
H: -0.530 -5.546 -1.008  0.46
H: 0.477 -4.808 0.229  0.48
H: -2.545 -3.831 1.591  0.51
H: -1.025 -4.734 1.797  0.45
H: -2.320 -4.011 -1.962  0.44
H: -3.062 -4.909 -0.613  0.40
C: -1.901 3.708 0.125  -1.13
C: -1.798 2.324 0.310  -0.13
N: -1.456 1.493 -0.657  0.37
C: -1.209 1.996 -1.895  -0.17
C: -1.311 3.360 -2.180  1.14
C: -1.652 4.223 -1.121  -0.76
C: -1.116 3.818 -3.529  -0.95
C: -0.892 2.942 -4.528  -0.98
C: -0.810 1.531 -4.266  0.85
C: -0.639 0.573 -5.281  -0.60
C: -0.606 -0.760 -4.959  -1.25
C: -0.701 -1.123 -3.613  0.40
N: -0.825 -0.245 -2.634  0.26
C: -0.915 1.068 -2.951  -0.04
H: -2.188 4.338 0.954  0.49
H: -2.013 1.886 1.280  0.75
H: -1.736 5.287 -1.306  0.50
H: -1.185 4.880 -3.729  0.46
H: -0.780 3.285 -5.549  0.46
H: -0.556 0.895 -6.311  0.48
H: -0.505 -1.522 -5.717  0.48
H: -0.684 -2.165 -3.331  0.07
O: 0.911 0.118 0.342  0.22
S: 2.082 0.000 1.397  -0.19
C: 1.322 0.025 2.987  0.62
C: 1.779 -0.911 3.902  -0.44
C: 1.252 -0.890 5.188  -0.69
C: 0.276 0.036 5.520  -0.54
C: -0.176 0.963 4.583  -0.82
C: 0.358 0.973 3.308  -0.33
C: 2.789 1.627 1.353  0.73
C: 2.236 2.629 0.574  0.07
C: 2.830 3.884 0.609  -0.66
C: 3.945 4.111 1.401  -0.56
C: 4.489 3.085 2.163  -0.67
C: 3.915 1.824 2.142  -0.66
H: 2.522 -1.647 3.623  0.46
H: 1.601 -1.601 5.924  0.45
H: -0.135 0.045 6.521  0.43
H: -0.928 1.689 4.861  0.47
H: 0.053 1.718 2.583  0.61
H: 1.376 2.435 -0.051  0.35
H: 2.422 4.686 0.008  0.46
H: 4.402 5.092 1.420  0.41
H: 5.365 3.263 2.771  0.42
H: 4.341 1.022 2.734  0.44



# 2
The following is a DFT calculation (the ωB97M-V functional and the def2-TZVPD basis) of a single C5H9NO molecule.

- 2S+1: 1
- LUMO energy: 0.850 eV
- Structure (SMILES): C[C@@]12CN[C@]1(O)C2
- Gap between HOMO and LUMO: 9.8 eV
- Maximum force: 0.006 Eh/bohr

Each line ends with the Mulliken charge.
Positions of all 16 atoms, in Å:
C: -0.963 0.023 1.620  -1.46
C: -0.002 -0.042 0.471  0.94
C: 0.919 -1.207 0.127  -0.52
N: 0.588 -1.058 -1.316  -0.49
C: -0.237 0.099 -1.008  0.24
O: -1.427 0.313 -1.665  -0.50
C: 0.498 1.181 -0.278  -0.88
H: -1.735 0.777 1.434  0.32
H: -0.457 0.283 2.557  0.31
H: -1.466 -0.939 1.763  0.35
H: 1.979 -1.070 0.379  0.28
H: 0.582 -2.172 0.520  0.29
H: 1.389 -0.852 -1.909  0.25
H: -1.293 1.001 -2.329  0.34
H: -0.076 2.083 -0.082  0.33
H: 1.566 1.343 -0.432  0.21



# 3
The following is a DFT calculation (the ωB97M-V functional and the def2-TZVPD basis) of C22H19MnN8O4S4 as an isolated structure.

- 2S+1: 5
- LUMO energy (spin up / spin down): -2.214 / -1.191 eV
- Gap between HOMO and LUMO (spin up / spin down): 5.7 / 6.8 eV
- Maximum force: 0.019 Eh/bohr

Each line ends with the Mulliken spin population.
Positions of all 58 atoms, in Å:
Mn: -1.079 -0.846 -0.624  4.12
C: -1.605 -3.744 2.527  0.00
C: -1.601 -2.552 1.632  0.02
N: -1.428 -2.617 0.363  -0.08
N: -1.317 -3.804 -0.293  0.00
C: -1.866 -3.693 -1.472  0.01
N: -1.800 -4.763 -2.301  0.00
S: -2.679 -2.267 -2.061  -0.04
C: -1.898 -1.200 2.128  0.02
C: -2.033 -0.894 3.470  0.00
C: -2.366 0.401 3.831  0.00
C: -2.552 1.356 2.847  0.00
C: -2.379 0.982 1.526  0.02
N: -2.077 -0.265 1.176  0.03
H: -1.532 -4.648 1.933  0.00
H: -2.513 -3.768 3.132  0.00
H: -0.747 -3.699 3.202  0.00
H: -1.517 -5.639 -1.892  0.00
H: -2.416 -4.783 -3.094  0.00
H: -1.865 -1.652 4.222  0.00
H: -2.470 0.663 4.876  0.00
H: -2.807 2.378 3.088  0.00
H: -2.472 1.696 0.717  -0.01
C: 0.223 -2.274 -4.076  0.00
C: 0.886 -2.379 -2.752  0.01
N: 0.607 -1.671 -1.666  -0.03
C: 1.539 -2.007 -0.716  0.02
C: 2.380 -2.952 -1.220  -0.01
N: 1.953 -3.158 -2.506  0.00
C: 3.514 -3.737 -0.677  0.00
O: 3.830 -3.517 0.575  0.00
O: 4.106 -4.502 -1.404  0.00
C: 1.481 -1.309 0.607  0.00
O: 2.206 -1.718 1.522  0.01
O: 0.644 -0.351 0.623  0.03
H: -0.797 -1.921 -3.950  0.00
H: 0.206 -3.242 -4.576  0.00
H: 0.766 -1.567 -4.706  0.00
H: 2.415 -3.795 -3.139  0.00
H: 3.209 -2.847 1.015  0.00
S: 3.649 3.478 -1.557  -0.01
C: 2.073 3.028 -1.397  0.00
S: 1.493 1.540 -2.119  0.01
C: -0.116 1.899 -1.555  0.02
N: -0.201 2.996 -0.902  -0.02
N: 1.005 3.633 -0.793  0.00
C: 0.972 4.867 -0.064  0.00
C: 2.117 5.456 0.460  0.00
C: 2.013 6.647 1.164  0.00
C: 0.785 7.259 1.351  0.00
C: -0.354 6.663 0.830  0.00
C: -0.269 5.473 0.127  0.00
S: -1.537 0.949 -1.905  -0.13
H: 3.078 4.991 0.325  0.00
H: 2.911 7.095 1.568  0.00
H: 0.714 8.190 1.898  0.00
H: -1.323 7.128 0.964  0.00
H: -1.159 5.017 -0.280  0.00